Below is C18H24CaN2O4S6Sb2 as an isolated structure in a non-equilibrium geometry, with properties calculated with the ωB97M-V functional and the def2-TZVPD basis.

The geometry in XYZ format:
```
57
Properties=species:S:1:pos:R:3:forces:R:3
Ca -3.310 1.232 -0.579 -0.03 0.43 -1.36
O -2.008 0.521 3.146 0.01 0.13 -0.06
C -2.692 0.848 2.183 0.02 -0.07 0.34
O -2.374 1.718 1.284 0.23 0.12 0.61
C -4.097 0.186 1.944 0.10 -0.06 0.28
O -4.899 0.129 2.860 -0.01 -0.11 -0.03
O -4.273 -0.227 0.727 -0.19 -0.19 0.39
C 2.246 1.678 -2.114 0.05 0.02 -0.03
Sb 1.639 0.758 -0.282 -0.24 -0.08 -0.06
C 3.557 1.071 0.667 0.04 -0.01 0.00
C 2.178 -1.228 -1.066 0.05 -0.07 0.17
C 2.143 -2.328 -0.052 0.01 -0.04 0.03
C 3.253 -2.463 0.790 -0.03 0.00 0.00
C 3.322 -3.423 1.783 0.05 0.01 0.01
C 2.260 -4.298 1.956 -0.01 -0.03 0.02
C 1.159 -4.194 1.124 -0.02 0.04 0.02
C 1.068 -3.228 0.118 0.12 0.07 0.03
C -0.168 -3.194 -0.714 0.08 -0.06 -0.13
Sb -1.683 -1.773 -0.056 -0.03 0.13 0.02
C -3.149 -2.712 -1.313 -0.06 0.01 -0.01
C -2.171 -2.900 1.698 0.02 -0.01 0.03
H 3.246 1.335 -2.385 -0.02 0.01 -0.03
H 2.244 2.760 -1.988 -0.01 -0.01 0.00
H 1.531 1.412 -2.891 -0.02 0.00 -0.04
H 4.355 0.646 0.054 0.01 0.03 0.00
H 3.589 0.625 1.662 -0.01 0.00 -0.01
H 3.701 2.150 0.749 0.00 0.00 0.01
H 3.206 -1.095 -1.412 -0.04 0.01 -0.10
H 1.545 -1.402 -1.934 -0.09 -0.04 0.00
H 4.085 -1.780 0.650 -0.01 -0.01 0.01
H 4.201 -3.490 2.414 0.00 0.00 0.01
H 2.289 -5.058 2.728 0.00 0.00 0.00
H 0.327 -4.879 1.252 0.01 0.00 0.00
H -0.685 -4.155 -0.666 0.09 -0.02 -0.03
H 0.044 -2.980 -1.763 -0.01 0.07 -0.01
H -3.124 -3.793 -1.163 -0.02 0.00 -0.01
H -2.944 -2.480 -2.358 0.01 0.01 0.00
H -4.133 -2.325 -1.048 0.00 -0.02 0.01
H -2.269 -3.956 1.436 -0.01 -0.01 0.03
H -3.109 -2.528 2.109 -0.01 0.01 -0.03
H -1.391 -2.770 2.447 0.00 -0.01 -0.01
S -0.668 5.868 -5.711 -0.04 -0.07 0.06
C -1.398 4.755 -4.693 0.07 0.11 -0.10
S -0.892 3.133 -4.522 0.07 -0.05 -0.02
C -2.093 2.575 -3.376 -0.15 -0.03 0.03
C -2.989 3.518 -2.980 0.01 -0.13 -0.03
S -4.371 3.394 -1.911 0.00 0.02 -0.07
S -2.742 5.098 -3.697 -0.05 0.07 0.01
S -1.992 0.874 -2.952 0.15 0.00 -0.11
N 0.035 3.027 2.070 -0.23 0.09 -0.28
C 1.103 3.779 1.854 -0.14 0.00 0.06
N 1.934 3.986 2.929 -0.01 -0.04 -0.07
S 1.417 4.475 0.365 0.22 0.10 -0.06
H -0.167 2.588 2.952 -0.11 -0.16 0.04
H -0.642 2.853 1.325 0.20 -0.12 0.46
H 1.928 3.301 3.668 0.00 -0.02 0.01
H 2.831 4.366 2.682 0.00 -0.02 0.00
```
Positions in Å, forces in eV/Å.

Values from the calculation:
Electronic energy   -4658.28309 Eh
Total charge   -2
ΔE to the lowest compared entry with this formula, charge and spin   13.06 kcal per mole

---

Below is one molecule with the formula C18H24Cl3NO2S in a non-equilibrium geometry, with properties calculated with the ωB97M-V functional and the def2-TZVPD basis.

The geometry in XYZ format:
```
49
Properties=species:S:1:pos:R:3:forces:R:3
C 0.304 3.692 1.456 -0.76 -0.49 -0.08
C -1.081 3.072 1.482 -0.06 0.01 0.03
C -1.978 3.631 2.401 -0.46 -0.29 -0.05
C -3.296 3.196 2.512 0.60 -0.29 -0.56
C -3.735 2.190 1.650 0.23 0.33 0.37
C -2.853 1.628 0.740 0.02 0.02 0.14
C -1.510 2.024 0.649 -0.17 0.43 0.61
C -0.626 1.339 -0.359 -0.10 -0.34 -0.24
C 0.024 -0.010 0.111 -0.17 0.86 0.67
S 1.359 0.354 1.316 0.10 -0.38 0.21
N -0.954 -0.702 0.947 0.31 -0.27 0.23
C -1.824 -1.476 0.269 0.94 0.29 -0.71
O -2.897 -1.868 0.613 -0.83 -0.63 0.54
C -1.159 -1.726 -1.092 -0.52 -0.08 -0.22
Cl -2.324 -1.181 -2.344 0.16 0.01 -0.01
C 0.252 -1.104 -0.992 0.25 0.06 -0.22
C 1.181 -2.260 -0.506 -0.23 -0.09 0.04
C 0.733 -3.265 0.565 0.27 0.03 0.29
C 1.155 -2.966 1.994 0.02 -0.54 0.08
O 2.545 -2.678 2.024 -0.12 0.09 0.04
C 0.825 -0.762 -2.405 0.23 0.41 0.38
Cl 0.102 0.667 -3.220 0.17 -0.02 -0.17
C 2.352 -0.658 -2.579 -0.44 0.32 -1.28
C 2.727 -0.392 -4.052 0.54 -0.50 0.41
Cl 3.081 0.648 -1.619 0.17 -0.10 0.26
H 0.181 4.768 1.416 0.22 0.22 0.02
H 0.830 3.410 2.362 0.26 0.07 0.07
H 0.862 3.359 0.593 0.28 0.08 -0.13
H -1.632 4.425 3.047 0.08 0.11 0.04
H -3.966 3.627 3.237 -0.06 0.10 0.09
H -4.758 1.858 1.725 -0.08 -0.16 -0.17
H -3.224 0.843 0.097 0.02 -0.09 -0.14
H 0.117 2.023 -0.750 0.26 -0.06 -0.06
H -1.258 1.084 -1.203 -0.13 0.00 -0.05
H 1.961 1.378 0.720 -0.10 0.07 -0.21
H -1.052 -0.500 1.929 -0.33 0.37 -0.08
H -1.081 -2.790 -1.272 -0.03 -0.18 0.01
H 2.144 -1.873 -0.189 0.08 0.25 0.07
H 1.384 -2.845 -1.401 -0.07 -0.15 -0.11
H 1.240 -4.202 0.341 0.03 -0.13 -0.24
H -0.328 -3.505 0.581 -0.13 0.05 -0.13
H 0.544 -2.201 2.468 0.11 0.35 -0.06
H 0.986 -3.885 2.561 -0.14 -0.03 0.14
H 2.703 -2.084 2.760 0.16 0.08 0.00
H 0.548 -1.615 -3.019 -0.17 -0.07 -0.20
H 2.821 -1.604 -2.357 0.04 -0.05 0.71
H 3.705 -0.840 -4.219 0.13 0.02 -0.05
H 2.834 0.662 -4.256 -0.36 0.21 -0.17
H 2.040 -0.882 -4.734 -0.23 0.10 -0.10
```
Positions in Å, forces in eV/Å.

Values from the calculation:
SMILES   Cc1ccccc1C[C@@]1(S)NC(=O)[C@@H](Cl)[C@@]1(CCCO)[C@@H](Cl)[C@@H](C)Cl
Electronic energy   -2684.29753 Eh

---

Below is C18H24ClIN7O3RhS as an isolated structure in a non-equilibrium geometry, with properties calculated with the ωB97M-V functional and the def2-TZVPD basis.

The geometry in XYZ format:
```
56
Properties=species:S:1:pos:R:3:forces:R:3
Rh 0.846 -1.481 -0.645 -0.70 -1.44 1.49
Cl 7.599 -0.952 -1.403 -0.07 -0.01 0.00
C 5.909 -0.623 -1.293 0.02 0.09 -0.04
C 5.435 0.638 -1.537 -0.07 -0.02 0.03
C 4.055 0.932 -1.456 0.05 0.24 -0.05
I 3.348 2.839 -1.868 0.06 -0.02 0.01
C 3.160 -0.043 -1.110 -0.32 0.32 -0.09
O 1.831 0.129 -0.993 0.22 0.53 -0.16
C 3.654 -1.319 -0.855 0.15 -0.44 0.18
N 2.696 -2.228 -0.506 0.11 -0.09 -0.69
C 3.024 -3.487 -0.307 0.07 0.00 0.12
C 4.356 -3.917 -0.406 0.02 0.06 0.05
C 5.341 -3.014 -0.713 0.00 -0.02 -0.01
C 5.009 -1.662 -0.952 0.08 -0.12 0.08
H 6.131 1.423 -1.799 -0.02 0.00 -0.02
H 2.224 -4.173 -0.054 -0.02 -0.01 -0.08
H 4.583 -4.961 -0.244 0.00 0.01 0.03
H 6.374 -3.327 -0.785 -0.01 0.00 -0.02
N 0.712 -1.018 1.461 0.48 0.33 -0.53
C -0.636 -0.520 1.832 -0.05 0.06 0.09
C -0.608 0.907 2.388 0.02 -0.02 0.10
C -1.809 1.172 3.297 0.05 0.01 -0.12
C -2.006 2.645 3.643 -0.02 -0.04 -0.03
N -2.287 3.503 2.485 0.05 -0.10 -0.02
C -3.456 3.582 1.860 -0.04 0.05 0.05
N -4.482 2.827 2.241 0.01 0.01 -0.01
N -3.615 4.445 0.853 0.00 -0.03 -0.02
C -1.551 -0.625 0.608 -0.02 -0.05 -0.25
O -2.553 0.050 0.508 0.03 -0.07 0.07
O -1.148 -1.496 -0.285 -0.32 0.39 -0.52
H 0.959 -1.867 1.954 0.00 0.03 0.15
H 1.423 -0.320 1.657 0.02 0.00 0.11
H -1.064 -1.188 2.585 0.08 -0.03 0.02
H -0.595 1.609 1.551 0.02 0.00 0.00
H 0.310 1.055 2.965 0.01 0.01 -0.01
H -1.675 0.632 4.238 -0.06 -0.01 0.00
H -2.699 0.772 2.811 -0.02 -0.02 0.01
H -1.109 3.048 4.110 -0.02 0.04 0.02
H -2.816 2.764 4.365 0.03 0.03 0.04
H -1.543 4.089 2.143 -0.01 0.02 0.00
H -4.361 2.084 2.907 0.00 0.00 0.00
H -5.362 2.872 1.758 -0.02 0.01 0.01
H -2.905 5.121 0.631 0.00 0.02 0.02
H -4.510 4.563 0.411 0.00 0.00 -0.01
S 0.544 -2.512 -2.722 0.06 0.35 0.06
C -1.022 -1.815 -3.007 0.22 -0.06 -0.14
N -2.145 -2.501 -3.086 -0.16 -0.03 0.00
C -3.313 -1.613 -3.145 0.05 0.02 -0.02
C -2.662 -0.244 -3.438 0.04 -0.04 -0.02
N -1.241 -0.529 -3.207 -0.11 0.10 0.05
H -2.197 -3.474 -2.834 0.06 0.00 0.04
H -3.818 -1.612 -2.180 0.00 -0.02 0.01
H -4.005 -1.928 -3.921 0.00 0.01 -0.01
H -3.016 0.526 -2.757 0.00 0.01 0.01
H -2.818 0.080 -4.466 0.00 -0.01 -0.01
H -0.496 0.142 -3.288 0.04 -0.03 0.01
```
Positions in Å, forces in eV/Å.

Values from the calculation:
Electronic energy   -2575.56248 Eh
Total charge   +2
ΔE to the lowest compared entry with this formula, charge and spin   0.26 kcal per mole